12
Properties=species:S:1:pos:R:3 method="wB97M-V/def2-TZVPD" homo_energy_ev=-10.38 de_lowest_kcal_mol=18.0 e_lumo_ev=0.83 total_energy_ha=-343.62579 smiles="CC=O.O=CO"
O -1.80 0.86 -0.20
O -0.02 -1.04 -1.12
O -0.17 1.54 1.20
C 0.97 -1.62 -0.73
C 1.89 -1.09 0.32
C -1.21 1.72 0.63
H 2.49 -0.37 -0.27
H -1.79 2.64 0.73
H -1.12 0.24 -0.56
H 2.58 -1.85 0.68
H 1.38 -0.50 1.07
H 1.15 -2.64 -1.11